(1)
{
  "formula": "C19H22FN3O2",
  "method": "ωB97M-V/def2-TZVPD",
  "species": ["C", "O", "C", "C", "O", "N", "C", "C", "C", "C", "N", "C", "C", "N", "C", "C", "C", "C", "C", "C", "C", "C", "C", "F", "C", "H", "H", "H", "H", "H", "H", "H", "H", "H", "H", "H", "H", "H", "H", "H", "H", "H", "H", "H", "H", "H", "H"],
  "xyz": [[-7.22809, -1.00947, 1.12004], [-5.94707, -0.59539, 0.71242], [-5.75103, -0.70701, -0.67783], [-4.34258, -0.27084, -1.09074], [-3.99811, -0.30936, -2.25176], [-3.59301, 0.13627, -0.04394], [-2.27510, 0.59925, -0.03384], [-1.72161, 1.01546, 1.17377], [-0.42814, 1.48468, 1.23361], [0.40231, 1.55185, 0.10322], [1.67870, 2.05067, 0.22681], [2.44752, 1.80540, 1.43078], [3.85233, 1.29377, 1.03968], [3.80139, 0.49712, -0.15863], [3.53471, -0.86006, -0.11846], [3.66728, -1.62623, -1.28343], [3.44450, -2.98751, -1.26930], [3.09909, -3.63576, -0.09523], [2.98452, -2.89495, 1.06694], [3.19426, -1.52907, 1.06113], [3.43029, 1.28358, -1.32045], [2.50469, 2.44143, -0.88869], [-0.18986, 1.12106, -1.09255], [0.51312, 1.12007, -2.25730], [-1.48791, 0.66514, -1.17639], [-7.40313, -2.06132, 0.86606], [-8.00898, -0.39814, 0.65314], [-7.26572, -0.88503, 2.20036], [-5.89194, -1.74602, -1.01209], [-6.47231, -0.08330, -1.22756], [-4.05792, 0.10601, 0.85523], [-2.31678, 0.98275, 2.07486], [-0.04930, 1.83301, 2.18107], [2.53717, 2.72413, 2.02804], [1.93785, 1.04794, 2.02848], [4.29069, 0.71821, 1.85474], [4.51864, 2.13993, 0.84000], [3.96784, -1.15386, -2.20586], [3.55233, -3.55020, -2.18538], [2.92734, -4.70125, -0.08616], [2.71837, -3.38214, 1.99445], [3.07995, -0.99093, 1.98930], [2.90027, 0.65087, -2.03146], [4.32634, 1.68909, -1.80953], [3.10036, 3.30192, -0.56208], [1.89042, 2.76849, -1.72424], [-1.87369, 0.34974, -2.13121]],
  "forces_ev_per_angstrom": [[-0.1, 0.0, 0.1], [0.2, 0.1, -0.1], [-0.1, -0.1, -0.3], [-0.4, -0.1, 0.4], [0.0, 0.0, -0.3], [-0.2, 0.0, 0.4], [0.5, 0.2, -0.1], [-0.1, -0.1, -0.1], [0.0, 0.0, -0.2], [-0.5, -0.1, -0.1], [0.3, 0.0, -0.1], [0.1, 0.0, 0.1], [-0.1, 0.0, 0.1], [0.0, 0.2, 0.1], [0.1, -0.3, 0.0], [-0.1, 0.1, -0.1], [0.0, 0.0, 0.0], [0.0, -0.2, 0.0], [0.0, -0.1, 0.0], [0.0, 0.2, 0.1], [0.1, 0.2, -0.2], [0.1, 0.0, -0.2], [-0.1, 0.0, 0.2], [0.0, 0.0, 0.2], [0.0, 0.0, 0.0], [0.0, 0.0, 0.0], [0.0, 0.0, 0.0], [-0.1, 0.0, 0.0], [0.1, 0.1, 0.0], [0.1, -0.1, 0.0], [0.0, 0.0, -0.2], [-0.1, 0.0, 0.1], [0.1, 0.1, 0.1], [0.0, -0.1, 0.1], [0.0, 0.1, 0.0], [0.0, 0.1, 0.0], [0.0, -0.1, 0.1], [0.0, 0.1, -0.1], [0.0, 0.0, -0.1], [0.0, -0.1, 0.0], [0.0, 0.0, 0.1], [0.0, 0.1, 0.1], [0.0, 0.1, 0.1], [-0.1, 0.0, -0.1], [0.0, 0.0, -0.1], [0.1, 0.0, 0.1], [0.0, 0.0, -0.1]],
  "nbo_charge": [-0.243, -0.555, -0.153, 0.658, -0.614, -0.617, 0.206, -0.257, -0.228, 0.084, -0.430, -0.222, -0.228, -0.451, 0.272, -0.293, -0.181, -0.265, -0.171, -0.315, -0.224, -0.227, 0.414, -0.346, -0.334, 0.171, 0.170, 0.197, 0.194, 0.193, 0.422, 0.208, 0.215, 0.185, 0.208, 0.220, 0.196, 0.212, 0.211, 0.211, 0.208, 0.204, 0.221, 0.185, 0.187, 0.234, 0.270],
  "multiplicity": 1,
  "relative_energy_kcal_mol": 24.7,
  "total_energy_ev": -31342.4554,
  "homo_lumo_gap_ev": 8.012,
  "smiles": "COCC(=O)Nc1ccc(N2CCN(c3ccccc3)CC2)c(F)c1"
}


(2)
{
  "formula": "C19H22FN3O2S2",
  "method": "ωB97M-V/def2-TZVPD",
  "species": ["O", "S", "O", "C", "C", "C", "C", "F", "C", "C", "N", "C", "C", "N", "C", "S", "N", "C", "C", "C", "C", "C", "C", "C", "C", "C", "C", "H", "H", "H", "H", "H", "H", "H", "H", "H", "H", "H", "H", "H", "H", "H", "H", "H", "H", "H", "H", "H", "H"],
  "xyz": [[3.56588, 2.35679, -1.26749], [3.32839, 1.30289, -0.32938], [3.84623, 1.40344, 0.99940], [3.88819, -0.24203, -1.05690], [3.99013, -0.33504, -2.43305], [4.36385, -1.53595, -3.01201], [4.62652, -2.61511, -2.18352], [4.98708, -3.78378, -2.73833], [4.53918, -2.52879, -0.80292], [4.16324, -1.32223, -0.23847], [1.67349, 1.14365, -0.20387], [0.98716, 1.03268, -1.47167], [-0.49744, 0.76879, -1.25148], [-0.68438, -0.47872, -0.52930], [-1.91564, -1.00134, -0.29011], [-2.08972, -2.39180, 0.59392], [-2.98358, -0.40772, -0.87959], [-4.33044, -0.61212, -0.39489], [-4.77647, 0.55911, 0.50057], [-3.68983, 0.88447, 1.48798], [-2.85975, 1.98013, 1.28755], [-1.79737, 2.22980, 2.14000], [-1.55152, 1.37908, 3.20408], [-2.38017, 0.28993, 3.41810], [-3.44177, 0.04501, 2.56679], [0.46134, -0.93999, 0.23048], [1.16892, 0.26579, 0.83473], [3.80055, 0.54328, -3.02950], [4.45770, -1.64437, -4.08077], [4.76545, -3.39083, -0.19613], [4.10292, -1.20234, 0.83106], [1.40758, 0.22243, -2.08639], [1.13160, 1.97481, -2.00381], [-0.92927, 1.60911, -0.68971], [-0.97778, 0.70117, -2.23391], [-2.83779, 0.49586, -1.30366], [-4.32825, -1.54561, 0.17040], [-5.00454, -0.71421, -1.24983], [-4.98807, 1.43363, -0.11958], [-5.69420, 0.27323, 1.01574], [-3.05244, 2.65324, 0.46128], [-1.15952, 3.08592, 1.97064], [-0.71919, 1.56749, 3.86615], [-2.19379, -0.37627, 4.24678], [-4.07598, -0.81300, 2.73130], [0.09560, -1.60677, 1.01543], [1.14257, -1.50828, -0.41474], [2.00784, -0.02930, 1.46331], [0.45747, 0.82385, 1.45533]],
  "forces_ev_per_angstrom": [[-0.1, -0.2, -0.3], [-0.3, -0.1, 0.0], [0.0, -0.3, 0.1], [-0.2, 0.8, 0.3], [0.1, 0.0, -0.1], [0.0, -0.2, 0.1], [-0.1, 0.2, 0.1], [0.0, 0.1, 0.0], [0.0, 0.0, -0.2], [0.0, -0.1, 0.1], [1.1, 0.4, -0.1], [-0.2, 0.2, -0.6], [0.1, 0.2, -0.1], [-0.4, 0.2, 0.0], [0.3, -0.2, -0.3], [-0.2, -0.8, 0.5], [0.3, 0.4, -0.3], [-0.4, 0.0, 0.0], [0.2, -0.2, -0.1], [-0.2, 0.1, 0.1], [-0.1, 0.0, 0.0], [0.1, 0.1, 0.0], [0.0, 0.0, 0.1], [0.0, 0.0, 0.1], [0.0, 0.1, 0.0], [0.4, -0.1, 0.3], [-0.2, -0.4, 0.4], [0.0, 0.0, -0.1], [0.0, 0.0, -0.1], [0.0, -0.1, 0.0], [0.0, -0.1, 0.2], [-0.1, 0.1, 0.0], [-0.2, -0.1, -0.1], [0.0, 0.0, -0.1], [0.0, 0.1, 0.1], [0.1, 0.0, 0.0], [-0.1, 0.1, -0.2], [0.0, 0.0, 0.1], [-0.1, 0.0, 0.0], [-0.1, 0.1, 0.0], [0.0, 0.0, -0.1], [0.1, 0.1, 0.0], [0.1, 0.0, 0.1], [0.0, -0.1, 0.1], [-0.1, -0.1, 0.0], [0.2, 0.2, -0.2], [0.0, 0.0, 0.1], [-0.2, -0.1, 0.1], [0.1, -0.1, 0.0]],
  "nbo_charge": [-0.938, 2.338, -0.934, -0.363, -0.168, -0.281, 0.415, -0.314, -0.268, -0.177, -0.674, -0.229, -0.239, -0.437, 0.327, -0.282, -0.608, -0.224, -0.434, -0.031, -0.242, -0.213, -0.230, -0.214, -0.144, -0.249, -0.248, 0.246, 0.239, 0.238, 0.243, 0.191, 0.239, 0.205, 0.212, 0.385, 0.248, 0.200, 0.202, 0.225, 0.205, 0.216, 0.217, 0.216, 0.211, 0.270, 0.196, 0.235, 0.220],
  "multiplicity": 1,
  "relative_energy_kcal_mol": 1.0,
  "total_energy_ev": -53013.3750,
  "homo_lumo_gap_ev": 8.506,
  "smiles": "O=S(=O)(c1ccc(F)cc1)N1CCN(C(=S)NCCc2ccccc2)CC1"
}


(3)
{
  "formula": "C19H22N2O",
  "method": "ωB97M-V/def2-TZVPD",
  "species": ["C", "C", "C", "C", "C", "N", "C", "O", "C", "N", "C", "C", "C", "C", "C", "C", "C", "C", "C", "C", "C", "C", "H", "H", "H", "H", "H", "H", "H", "H", "H", "H", "H", "H", "H", "H", "H", "H", "H", "H", "H", "H", "H", "H"],
  "xyz": [[-3.30802, -0.21158, -5.89160], [-2.33445, -0.06237, -4.76293], [-2.75998, -0.16452, -3.44668], [-1.88766, -0.03216, -2.38228], [-0.54355, 0.21058, -2.63220], [0.41144, 0.35877, -1.61618], [0.25136, 0.29010, -0.26473], [-0.80031, 0.07926, 0.29659], [1.58238, 0.51735, 0.47156], [1.53970, 0.46013, 1.91093], [0.71572, 1.47517, 2.54200], [1.17953, 1.61894, 3.98818], [1.18499, 0.28678, 4.68082], [1.16294, 0.21110, 6.06801], [1.18660, -1.01036, 6.71367], [1.23092, -2.17821, 5.97012], [1.25255, -2.11162, 4.59031], [1.23245, -0.88631, 3.93444], [1.22259, -0.85679, 2.43131], [-0.10673, 0.31516, -3.95007], [-0.98078, 0.18226, -5.01554], [-0.47579, 0.30001, -6.42120], [-3.32998, 0.69014, -6.50316], [-3.02435, -1.04203, -6.53773], [-4.30966, -0.39590, -5.51222], [-3.80421, -0.35324, -3.24331], [-2.24117, -0.11557, -1.36925], [1.34755, 0.53886, -1.95332], [1.96401, 1.50452, 0.18540], [2.29878, -0.23680, 0.12498], [-0.35168, 1.21258, 2.51409], [0.85088, 2.42044, 2.01021], [2.19713, 2.02115, 3.99481], [0.53705, 2.32096, 4.52362], [1.12572, 1.12523, 6.64423], [1.16855, -1.05338, 7.79284], [1.24845, -3.13781, 6.46571], [1.28446, -3.02131, 4.00677], [0.22953, -1.19888, 2.09104], [1.96801, -1.56294, 2.04859], [0.94111, 0.50468, -4.14572], [0.59455, 0.48938, -6.43445], [-0.97828, 1.11484, -6.94133], [-0.67233, -0.61661, -6.97631]],
  "forces_ev_per_angstrom": [[0.1, 0.0, 0.0], [-0.1, 0.0, 0.1], [0.2, 0.0, -0.2], [0.0, 0.0, 0.3], [-0.3, -0.1, -0.1], [0.3, 0.1, -0.2], [0.4, 0.1, 0.0], [-0.2, 0.0, 0.1], [0.0, 0.0, 0.4], [-0.1, -0.1, -0.2], [0.0, 0.2, 0.3], [0.0, 0.1, -0.2], [0.0, 0.0, 0.0], [0.0, -0.1, 0.0], [0.0, 0.1, 0.1], [0.0, -0.1, 0.0], [0.0, 0.0, 0.0], [0.0, 0.0, 0.1], [-0.1, -0.3, -0.2], [-0.1, 0.0, 0.1], [0.0, 0.0, 0.2], [0.0, 0.0, 0.1], [-0.1, 0.0, -0.1], [-0.1, 0.0, -0.1], [-0.1, 0.0, 0.0], [-0.1, 0.0, 0.0], [0.0, 0.0, 0.0], [-0.1, 0.0, 0.2], [0.0, -0.1, -0.1], [0.0, 0.1, -0.1], [0.1, 0.1, -0.1], [0.0, 0.0, 0.0], [0.0, 0.1, 0.0], [0.0, 0.0, 0.0], [0.0, 0.1, 0.1], [0.0, 0.0, 0.1], [0.0, -0.1, 0.0], [0.0, -0.1, -0.1], [0.2, 0.0, 0.0], [-0.1, 0.0, 0.0], [0.1, 0.0, 0.0], [0.1, 0.0, 0.0], [0.0, 0.0, -0.1], [0.0, 0.0, -0.1]],
  "nbo_charge": [-0.627, -0.042, -0.171, -0.278, 0.230, -0.623, 0.665, -0.611, -0.305, -0.438, -0.218, -0.425, -0.010, -0.193, -0.216, -0.216, -0.191, -0.032, -0.246, -0.259, 0.002, -0.629, 0.214, 0.214, 0.217, 0.207, 0.254, 0.392, 0.216, 0.215, 0.194, 0.197, 0.215, 0.212, 0.205, 0.210, 0.211, 0.205, 0.205, 0.201, 0.194, 0.214, 0.218, 0.218],
  "multiplicity": 1,
  "relative_energy_kcal_mol": 21.7,
  "total_energy_ev": -25088.7515,
  "homo_lumo_gap_ev": 8.902,
  "smiles": "Cc1ccc(NC(=O)CN2CCc3ccccc3C2)cc1C"
}